P.
DFT (ωB97M-V/def2-TZVPD) results for 2 unconnected molecules or ions with the total composition C5H8ClNO.

Properties
HOMO (eV): -8.6034

Geometry as ORCA input:
```
! wB97M-V def2-TZVPD RIJCOSX def2/J DEFGRID3
* xyz 0 1
C 1.553 2.361 -1.359
C -0.354 -0.367 -0.152
C -1.207 -1.551 -0.648
C -0.334 -0.116 1.291
C -0.439 -1.131 2.229
H 2.806 1.640 -1.609
H 0.889 2.621 -2.354
H 1.779 3.037 -0.461
H -2.168 -1.592 -0.269
H -0.830 -2.466 -0.047
H -1.008 -1.727 -1.841
H 0.084 0.876 1.558
H -0.477 -1.001 3.240
N 0.086 0.455 -1.037
O 0.765 1.497 -0.389
Cl -1.145 -2.537 1.848
*
```

Results of the natural (NBO) charge analysis, in e, for atoms 1 through 8: -0.275, 0.170, -0.662, -0.258, -0.229, 0.163, 0.234, 0.220

Q.
DFT (ωB97M-V/def2-TZVPD) results for 2 unconnected molecules or ions with the total composition C5H8ClNO.

Properties
HOMO (alpha / beta) (eV): -9.1963 / -9.2773

Geometry as ORCA input:
```
! wB97M-V def2-TZVPD RIJCOSX def2/J DEFGRID3
* xyz 0 1
C -1.592 0.874 -1.172
C 0.633 -0.585 -0.844
C -0.091 1.749 1.373
C -0.609 -1.093 -0.123
C -1.576 0.069 -0.020
N -1.482 1.484 -2.174
O -1.110 -2.227 -0.746
Cl -3.074 -0.271 0.840
H 0.899 -0.806 -1.858
H 1.490 -1.032 -0.353
H 0.721 0.435 -0.726
H 0.613 0.883 1.212
H -0.694 1.793 2.314
H -0.170 2.456 0.542
H -0.375 -1.402 0.893
H -0.838 -2.079 -1.703
*
```

Results of the natural (NBO) charge analysis, in e, for atoms 1 through 8: 0.176, -0.664, -0.478, 0.033, -0.078, -0.288, -0.682, 0.051

Need the numbers? Relative energies in kcal/mol: P 45.6; Q 0.0.

P.
DFT (ωB97M-V/def2-TZVPD) results for 2 unconnected molecules or ions with the total composition C3H2OS.

Properties
HOMO (alpha / beta) (eV): -9.0628 / -8.8757
SMILES: C1=CC=1.O=S

Geometry as ORCA input:
```
! wB97M-V def2-TZVPD RIJCOSX def2/J DEFGRID3
* xyz 0 1
C 1.267 -0.021 1.139
C -0.115 0.245 0.574
C 0.588 -0.910 0.317
H -0.837 0.935 0.267
H 0.527 -1.846 -0.275
O 1.256 3.070 -0.325
S 2.447 3.268 0.533
*
```

Atom-resolved charges from natural (NBO), all expressed in e: -0.083, -0.143, -0.243, 0.236, 0.232, -0.704, 0.704

Q.
DFT (ωB97M-V/def2-TZVPD) results for 2 unconnected molecules or ions with the total composition C3H2OS.

Properties
HOMO (alpha / beta) (eV): -9.0986 / -9.0998
SMILES: C1=CC=1.O=S

Geometry as ORCA input:
```
! wB97M-V def2-TZVPD RIJCOSX def2/J DEFGRID3
* xyz 0 1
C -2.079 -0.134 0.367
C -1.144 0.015 -0.680
C -0.968 0.739 0.421
H -0.657 -0.407 -1.687
H -0.405 1.618 0.643
O 2.960 -0.249 0.591
S 2.293 -1.583 0.345
*
```

Atom-resolved charges from natural (NBO), all expressed in e: -0.082, -0.205, -0.198, 0.246, 0.236, -0.655, 0.659

Need the numbers? Relative energies in kcal/mol: P 0.0; Q 4.4.

P.
DFT (ωB97M-V/def2-TZVPD) results for a single C7H14N2 molecule.

Properties
HOMO (eV): -8.1353
SMILES: [H]/N=C\C(N)=C(\C)C(C)C

Geometry as ORCA input:
```
! wB97M-V def2-TZVPD RIJCOSX def2/J DEFGRID3
* xyz 0 1
H -1.086 -1.379 3.117
N -1.894 -1.343 2.480
C -1.461 -1.080 1.290
C 0.003 -0.997 0.967
N 0.731 -1.968 1.655
C 0.545 -0.071 0.139
C 2.064 -0.027 -0.015
C -0.134 1.097 -0.621
C -1.663 1.151 -0.706
C 0.401 1.244 -2.062
H -2.168 -1.002 0.455
H 1.536 -2.304 1.135
H 0.137 -2.747 1.937
H 2.424 1.004 0.081
H 2.606 -0.598 0.743
H 2.357 -0.417 -0.995
H 0.165 2.007 -0.082
H -1.990 2.045 -1.250
H -2.064 0.287 -1.248
H -2.124 1.218 0.283
H 1.467 1.496 -2.076
H 0.257 0.324 -2.637
H -0.109 2.059 -2.589
*
```

Results of the natural (NBO) charge analysis, in e, for atoms 1 through 8: 0.329, -0.604, 0.097, 0.077, -0.825, -0.031, -0.649, -0.233

Q.
DFT (ωB97M-V/def2-TZVPD) results for 2 unconnected molecules or ions with the total composition C7H14N2.

Properties
HOMO (eV): -8.6752
SMILES: Cc1c[nH]cn1.CCC

Geometry as ORCA input:
```
! wB97M-V def2-TZVPD RIJCOSX def2/J DEFGRID3
* xyz 0 1
C 3.543 0.436 -1.777
C 2.316 -0.254 -2.313
C 1.511 -1.134 -1.671
N 0.606 -1.628 -2.613
C 0.759 -0.781 -3.687
N 1.790 0.007 -3.558
H 3.794 0.343 -0.728
H 3.549 1.510 -1.988
H 4.323 -0.096 -2.345
H 1.476 -1.599 -0.698
H -0.316 -1.934 -2.342
H 0.121 -0.962 -4.551
C -3.009 1.211 1.848
C -2.421 -0.042 2.569
C -1.112 0.300 3.231
H -4.090 1.068 1.750
H -2.644 1.430 0.837
H -2.792 2.054 2.502
H -3.069 -0.294 3.403
H -2.341 -0.865 1.855
H -0.771 -0.347 4.045
H -0.205 0.235 2.610
H -1.018 1.343 3.621
*
```

Results of the natural (NBO) charge analysis, in e, for atoms 1 through 8: -0.638, 0.099, -0.120, -0.540, 0.179, -0.458, 0.221, 0.227

R.
DFT (ωB97M-V/def2-TZVPD) results for 2 unconnected molecules or ions with the total composition C7H14N2.

Properties
HOMO (eV): -8.7024
SMILES: Cc1c[nH]cn1.CCC

Geometry as ORCA input:
```
! wB97M-V def2-TZVPD RIJCOSX def2/J DEFGRID3
* xyz 0 1
C 1.668 -1.401 -2.232
C 1.803 -0.575 -1.004
C 1.369 -0.818 0.257
N 1.858 0.210 1.043
C 2.573 1.008 0.211
N 2.564 0.581 -1.014
H 2.622 -1.528 -2.743
H 0.905 -1.035 -2.911
H 1.296 -2.398 -1.976
H 0.933 -1.709 0.680
H 1.607 0.269 2.013
H 2.998 1.909 0.614
C -2.496 -0.474 -0.074
C -2.113 0.975 0.220
C -1.476 1.153 1.621
H -3.521 -0.734 0.177
H -1.896 -1.160 0.549
H -2.242 -0.800 -1.080
H -1.471 1.480 -0.497
H -3.070 1.513 0.268
H -0.396 1.093 1.510
H -1.703 2.098 2.092
H -1.811 0.343 2.277
*
```

Results of the natural (NBO) charge analysis, in e, for atoms 1 through 8: -0.632, 0.088, -0.119, -0.538, 0.179, -0.459, 0.228, 0.220

S.
DFT (ωB97M-V/def2-TZVPD) results for 2 unconnected molecules or ions with the total composition C7H14N2.

Properties
HOMO (eV): -8.9749
SMILES: [H]/N=C(\C)N=C=C.CCC

Geometry as ORCA input:
```
! wB97M-V def2-TZVPD RIJCOSX def2/J DEFGRID3
* xyz 0 1
H -1.654 -1.882 0.327
N -0.747 -1.466 0.139
C -0.328 -1.622 -1.063
C -1.041 -2.345 -2.171
N 0.780 -0.931 -1.457
C 1.650 -0.419 -0.739
C 2.823 -0.203 -0.218
H -0.362 -2.542 -2.998
H -1.458 -3.284 -1.808
H -1.861 -1.726 -2.542
H 2.966 0.545 0.540
H 3.675 -0.788 -0.519
C -1.222 1.827 0.192
C 0.081 1.310 0.794
C 0.097 1.384 2.318
H -1.191 1.759 -0.894
H -2.058 1.224 0.543
H -1.403 2.867 0.465
H 0.902 1.915 0.403
H 0.051 0.163 0.577
H 1.057 1.054 2.712
H -0.070 2.405 2.666
H -0.688 0.755 2.734
*
```

Results of the natural (NBO) charge analysis, in e, for atoms 1 through 8: 0.352, -0.675, 0.440, -0.677, -0.515, 0.515, -0.633, 0.233

Need the numbers? Relative energies in kcal/mol: P 15.9; Q 8.3; R 0.0; S 48.3.

P.
DFT (ωB97M-V/def2-TZVPD) results for 2 unconnected molecules or ions with the total composition C7H14N2.

Properties
HOMO (eV): -8.2009
SMILES: Cc1c[nH]cn1.CCC

Geometry as ORCA input:
```
! wB97M-V def2-TZVPD RIJCOSX def2/J DEFGRID3
* xyz 0 1
C 0.136 -2.457 1.336
C -0.259 -1.159 2.037
C 0.654 -0.138 2.530
N -0.157 0.876 2.827
C -1.492 0.439 2.776
N -1.595 -0.778 2.287
H -0.129 -3.258 2.051
H 1.027 -2.786 0.672
H -0.668 -2.504 0.467
H 1.807 -0.155 2.489
H 0.189 1.752 3.235
H -2.285 1.111 2.945
C -0.283 1.436 -3.382
C 0.622 1.296 -2.048
C 0.380 -0.144 -1.596
H -1.361 1.573 -3.270
H -0.026 2.409 -3.797
H -0.016 0.565 -3.973
H 1.660 1.417 -2.244
H 0.545 1.984 -1.216
H 1.096 -0.230 -0.718
H -0.517 -0.305 -0.977
H 0.671 -0.943 -2.434
*
```

Results of the natural (NBO) charge analysis, in e, for atoms 1 through 8: -0.685, 0.087, -0.117, -0.529, 0.144, -0.445, 0.225, 0.249

Q.
DFT (ωB97M-V/def2-TZVPD) results for 2 unconnected molecules or ions with the total composition C7H14N2.

Properties
HOMO (eV): -8.5279
SMILES: Cc1c[nH]cn1.CCC

Geometry as ORCA input:
```
! wB97M-V def2-TZVPD RIJCOSX def2/J DEFGRID3
* xyz 0 1
C -1.560 -3.007 -0.949
C -1.948 -1.579 -0.982
C -1.205 -0.493 -0.615
N -1.917 0.609 -1.000
C -3.035 0.160 -1.642
N -3.073 -1.139 -1.634
H -0.503 -3.139 -0.731
H -1.777 -3.549 -1.865
H -2.111 -3.602 -0.209
H -0.322 -0.499 -0.007
H -1.510 1.515 -0.843
H -3.652 0.868 -2.169
C 2.224 1.741 -0.043
C 1.981 0.666 1.037
C 1.847 1.235 2.421
H 2.704 1.251 -0.890
H 2.993 2.431 0.330
H 1.391 2.409 -0.274
H 1.171 0.031 0.700
H 2.801 -0.034 0.873
H 2.786 1.684 2.737
H 1.053 1.963 2.561
H 1.663 0.478 3.191
*
```

Results of the natural (NBO) charge analysis, in e, for atoms 1 through 8: -0.635, 0.083, -0.106, -0.529, 0.167, -0.456, 0.213, 0.228

Need the numbers? Relative energies in kcal/mol: P 40.0; Q 0.0.